{
  "formula": "C3H7NO3",
  "method": "ωB97M-V with the def2-TZVPD basis set",
  "homo_energy_ha": -0.3705,
  "total_energy_ev": -10857.3107,
  "homo_lumo_gap_ha": 0.39708,
  "relative_energy_kcal_mol": 24.4,
  "fmax_ha_per_bohr": 0.026,
  "species": ["O", "C", "O", "N", "C", "C", "O", "H", "H", "H", "H", "H", "H", "H"],
  "coordinates": [[2.73647, 1.20979, 0.82793], [1.59859, 0.88677, 0.57853], [0.56358, 1.75432, 0.63613], [1.24184, -0.36842, 0.17816], [0.07502, -0.64172, -0.66064], [-1.25010, -0.59584, 0.08041], [-2.26020, -0.32121, -0.93539], [0.83479, 2.38942, 1.31909], [2.07360, -0.87230, -0.09390], [-0.04128, 0.04410, -1.49447], [0.27289, -1.58894, -1.14774], [-1.27666, 0.29336, 0.69678], [-1.46856, -1.52868, 0.60169], [-3.09999, -0.66066, -0.58659]],
  "atomic_forces_ev_per_a": [[-0.1, 0.0, 0.4], [0.5, 0.0, -0.5], [-0.1, -0.1, 0.7], [0.0, 0.1, -0.4], [-0.1, 0.1, -0.1], [-0.6, 0.5, -1.1], [-0.1, -0.9, 0.5], [-0.1, 0.2, -0.5], [-0.1, -0.1, 0.2], [0.2, 0.5, 0.0], [-0.2, -0.4, 0.2], [0.3, -0.3, 0.7], [0.0, 0.2, 0.2], [0.3, 0.2, -0.3]],
  "nbo_charge": [-0.636, 0.877, -0.702, -0.632, -0.241, -0.082, -0.732, 0.504, 0.403, 0.205, 0.205, 0.193, 0.170, 0.470]
}